{"formula": "C4H11N2O", "method": "the ωB97M-V functional and the def2-TZVPD basis", "relative_energy_kcal_mol": 53.6, "e_lumo_ev": -3.3, "e_homo_ev": -13.04, "orbital_gap_ev": 9.712, "charge": 1, "symbols": ["C", "C", "C", "C", "N", "N", "O", "H", "H", "H", "H", "H", "H", "H", "H", "H", "H", "H"], "coordinates": [[2.02541, 0.45708, -0.25574], [1.47613, -0.71322, -0.08347], [3.50329, 0.66986, -0.17279], [-0.53384, -0.93113, -0.23728], [-0.89713, -2.18785, -0.20591], [-3.32872, 1.47042, -0.10866], [-1.20337, 0.08665, -0.31750], [1.42248, 1.32784, -0.47505], [1.90924, -1.66729, 0.13181], [3.73049, 1.42433, 0.57718], [4.01837, -0.25311, 0.08295], [3.87270, 1.02491, -1.13296], [-1.86729, -2.47228, -0.28064], [-0.20885, -2.92023, -0.14183], [-4.01925, 1.12048, 0.55675], [-3.76628, 1.62857, -1.01789], [-2.92964, 2.34534, 0.23685], [-2.48156, 0.75304, -0.21871]]}